Entry 1:
91
Properties=species:S:1:pos:R:3:forces:R:3 method="wB97M-V/def2-TZVPD" charge=-1 e_tot_ha=-3514.2701 homo_energy_ev=-3.0 orbital_gap_ev=1.686
P -5.4847 -1.5845 -11.3288 -0.2 1.2 9.0
P 2.1749 5.0023 5.8662 6.9 3.2 4.6
P 3.0363 0.8172 10.9548 4.4 3.1 7.1
P -1.7393 -5.3782 -5.9007 -2.2 4.1 8.0
O 2.9015 0.6880 12.4663 -1.1 -0.5 -1.4
O 2.7892 0.9795 2.6395 -1.7 -2.8 0.2
O -4.7269 -2.1363 -10.1304 0.0 -0.6 -1.9
O -2.2177 -6.4876 -4.7937 -0.1 -0.5 -1.4
O 1.0989 -0.2004 3.7581 2.3 0.6 -1.4
O 2.9215 4.6028 7.1317 -1.6 -0.6 -0.7
O -6.6430 -2.8484 -11.2896 1.2 0.8 -2.5
O 0.9603 5.8376 6.7429 -0.7 -1.8 -2.1
O 2.0659 2.2268 10.8977 -0.3 -2.4 -1.8
O 2.7531 6.4003 5.2347 -0.6 -0.7 -0.7
O 4.3840 1.6459 10.5325 -0.5 -0.9 -0.9
O 3.9348 -0.6388 10.7955 -2.2 0.6 -2.7
O -4.3800 -0.2932 -11.5785 -1.4 -1.3 -3.0
O -0.0948 -5.5428 -5.4433 -0.8 -1.0 -2.6
O -1.8154 -3.9684 -5.3348 0.8 -0.6 -1.6
O 3.2395 4.1517 4.8256 -3.6 0.3 -0.8
O -3.3595 -5.3265 -6.4702 2.1 -2.1 -2.2
O -6.6026 -0.4741 -10.8839 0.5 0.0 -1.4
N 1.9808 0.3830 -1.8127 -3.9 -1.4 0.5
C -0.4414 0.1340 -2.4174 0.6 -1.0 -0.6
C -6.9913 -0.3737 -9.5244 -0.6 -0.1 0.4
C 1.8282 1.7243 1.8416 -0.1 2.5 -2.1
C 5.0710 2.4114 11.5037 0.1 0.6 0.1
C 3.5833 7.2344 6.0195 -0.1 0.6 0.2
C -3.1888 -0.6662 -12.2672 0.4 -0.1 -0.1
C 0.4557 -6.7809 -5.0220 0.5 -0.4 -0.2
C 2.2988 3.2733 9.9620 -0.3 0.3 -0.7
C 0.9952 -0.4486 -1.9630 0.8 1.8 -0.7
C 2.2245 -0.1311 3.2546 -1.0 0.0 0.8
C 1.0598 -2.0247 -1.7831 -0.5 0.4 0.0
C 3.1392 -1.8203 10.8104 -0.2 -0.3 0.1
C 2.9898 2.7457 4.7494 0.1 -0.4 0.3
C 2.3852 1.9185 0.3375 -0.7 -0.4 1.2
C -2.3121 -6.1204 -3.4285 0.3 -0.1 0.6
C -8.0007 -2.6439 -11.6495 -0.4 -0.2 -0.4
C -3.5226 -4.6376 -7.7095 -0.1 0.3 -0.3
C 0.3318 7.0053 6.2385 -0.6 0.2 -0.2
B 2.5206 0.4168 -0.3534 2.3 -0.1 -0.4
H 1.9743 2.5683 4.3959 0.2 -0.2 0.0
H 2.8788 4.0653 10.4457 0.1 -0.2 0.0
H 3.7095 0.1730 -0.4221 0.6 -0.2 0.4
H 0.1182 -2.3979 -1.2712 1.1 0.3 -0.4
H 0.3629 7.0564 5.1481 0.0 0.1 0.2
H -1.7960 -5.1860 -3.2040 -0.1 0.1 -0.2
H 2.8919 -1.0538 3.3514 -0.2 1.5 -0.4
H 4.4769 2.5895 12.4010 -0.1 -0.2 0.0
H -0.4115 1.2721 -2.4790 0.1 -1.7 0.1
H 2.6193 -1.9213 11.7658 0.0 0.1 0.0
H -4.5716 -4.6906 -8.0012 0.1 -0.1 0.1
H -6.5720 0.5364 -9.0952 0.1 -0.1 0.0
H 3.1300 2.2780 5.7276 0.0 0.1 0.1
H -8.0830 -0.2978 -9.4878 0.1 0.0 -0.1
H 3.7947 -2.6801 10.6684 0.1 0.2 0.0
H 5.3150 3.3822 11.0603 0.0 -0.1 0.0
H 1.7729 2.7789 2.2925 -0.3 -1.5 -0.2
H 1.4890 -6.8376 -5.3717 -0.1 0.0 0.0
H 0.8161 7.8880 6.6679 0.1 -0.1 -0.1
H 4.6088 7.1702 5.6541 0.0 -0.1 0.0
H 2.4131 -1.7929 9.9945 0.0 -0.3 0.0
H 0.8175 1.2357 1.7339 1.2 0.4 0.7
H 1.3362 3.6948 9.6670 0.1 -0.1 0.0
H -2.5762 0.2251 -12.4049 -0.2 0.0 0.1
H 3.2405 8.2675 5.8972 0.0 -0.1 0.0
H 1.5988 2.4930 -0.2620 1.1 -0.3 1.0
H 6.0046 1.9111 11.7641 -0.1 -0.1 0.1
H -1.2041 -0.2176 -1.6413 0.9 0.5 -1.1
H -6.6930 -1.2400 -8.9329 0.2 0.0 -0.1
H -0.7119 7.0041 6.5614 0.1 -0.1 0.0
H -1.8521 -6.9139 -2.8304 -0.1 0.0 -0.1
H -3.3628 -6.0465 -3.1460 0.0 0.1 -0.1
H 1.9922 -2.3382 -1.2295 -1.1 0.5 -0.5
H -8.1282 -1.7972 -12.3272 -0.1 -0.1 0.2
H 3.5469 6.9900 7.0820 0.0 -0.2 -0.1
H -2.6249 -1.4010 -11.6887 -0.1 0.0 0.0
H -3.4370 -1.0779 -13.2483 0.2 0.1 0.0
H -0.7083 -0.3247 -3.4350 0.0 0.7 1.3
H 3.6888 2.3076 4.0427 0.0 0.3 0.1
H 2.8175 2.9247 9.0681 0.0 0.3 0.1
H -0.0968 -7.6371 -5.4154 0.1 0.1 0.2
H 0.4682 -6.8147 -3.9284 -0.2 0.0 -0.1
H -8.3689 -3.5472 -12.1410 0.1 0.0 0.0
H 2.0106 -0.4353 0.3396 -0.4 -0.3 0.4
H 1.0661 -2.4933 -2.8262 0.0 0.7 1.3
H -8.5930 -2.4889 -10.7425 0.1 0.1 -0.1
H 3.3803 2.4531 0.4158 -1.2 -0.3 -0.3
H -2.9174 -5.1153 -8.4835 -0.2 0.1 -0.1
H -3.2338 -3.5899 -7.6077 0.0 0.0 0.0


Entry 2:
92
Properties=species:S:1:pos:R:3:forces:R:3 method="wB97M-V/def2-TZVPD" charge=-1 spin_multiplicity=2 e_tot_ha=-6265.9513 homo_energy_ev="-1.7 / -4.6" orbital_gap_ev="3.999 / 6.829"
Zn -1.4147 -2.4413 0.8332 0.9 -1.6 1.5
Zn 1.2690 -0.4994 2.9428 -0.7 -2.2 2.1
S 0.1472 0.3336 0.2266 -1.0 -4.7 0.3
O 1.8932 -1.4810 -2.9067 0.7 -1.8 -1.1
O 0.8862 -0.3902 -0.8291 1.8 1.8 -0.1
O -0.9816 -0.6025 0.4218 -0.8 1.2 0.6
O -3.1375 0.9099 4.2899 -0.2 -0.6 1.1
O -2.5952 1.6594 -1.4674 -1.9 0.1 -1.0
O 0.3468 -2.2440 2.1748 -1.7 -0.8 -0.7
O 0.0166 -2.7700 -0.9816 0.2 -1.7 -0.4
O 4.2844 5.0694 0.0656 0.9 -0.8 0.2
O -1.8783 3.7480 0.6294 -0.5 0.8 -0.1
O 2.4841 1.2026 3.7253 -0.4 -1.2 1.1
O 0.9517 0.5173 1.4420 -0.1 1.7 -2.0
O 1.5667 4.2586 0.1176 0.7 1.4 0.4
O -0.4343 1.5688 -0.1684 0.6 3.2 -0.9
O 3.2380 -0.9121 2.3025 -0.4 0.8 1.4
O -1.7100 -4.4049 1.3084 0.6 1.1 0.8
O -5.6860 -1.8092 -1.3647 -0.6 -0.6 0.4
O -1.3440 0.1571 -6.2614 1.2 -0.7 0.8
O -2.5415 -1.4190 2.4725 -0.6 0.4 -0.5
O -3.2327 -2.4496 -0.2486 0.2 -0.3 -1.4
N 1.4648 3.1466 3.2649 0.5 0.5 -0.2
N 0.0226 -1.5479 -5.4963 -0.2 1.1 1.2
N 3.5249 -2.2311 0.5756 1.0 -0.4 -0.1
C 2.5088 2.2842 3.1953 0.4 0.7 -0.7
C -1.0329 0.1157 -3.8772 1.1 -1.1 -0.8
C 3.6649 4.5230 -1.1193 0.1 1.4 1.2
C 3.8041 2.6642 2.4827 -0.8 -0.2 0.9
C -3.4085 2.6909 -0.9364 0.4 -0.1 -0.5
C 0.4128 -3.2699 -2.2679 -1.5 0.0 0.7
C -2.5796 3.9547 -0.6004 -1.0 -0.8 0.7
C -4.4966 -1.1344 -1.7150 0.2 0.1 -0.9
C 5.4802 -1.5703 1.9986 -0.3 0.6 -1.1
C 2.5014 3.6091 -0.7486 -1.6 0.1 -0.3
C -0.7259 -0.3927 -5.3418 -2.0 0.3 -0.5
C 0.4508 -3.6407 2.4821 0.3 -0.1 -0.4
C 1.8215 -2.8759 -2.5442 0.1 0.5 -0.4
C 4.0061 -1.5818 1.6602 0.0 -0.3 -0.5
C -3.4243 -0.3532 2.1307 0.2 1.2 1.8
C -3.0168 0.9755 2.9131 -0.3 -0.1 -2.6
C -3.2975 -2.0979 -1.6464 -0.5 1.7 0.8
C -0.8183 -4.7313 2.3331 1.4 1.9 -0.3
H -1.7086 1.6747 -1.0995 0.3 -0.1 0.5
H -3.4272 -2.9446 -2.3205 -0.2 -0.4 0.2
H 1.6477 4.1274 3.1083 -0.4 -0.3 -0.3
H 0.6199 -1.6539 -4.6888 0.4 -0.5 -0.1
H -2.0272 1.2990 2.5904 0.4 -0.5 0.1
H -0.3946 -5.7282 2.2106 0.8 -0.2 -0.9
H 4.3315 1.7153 2.3848 -0.1 0.1 -0.5
H 2.5436 -2.0963 0.3779 -0.2 -0.1 0.1
H -1.8428 4.2484 -1.3481 -0.3 -0.3 -0.5
H 4.3405 3.1629 3.2900 0.4 0.7 -0.4
H 2.1996 -3.5440 -3.3181 0.2 0.5 -0.5
H 0.2556 -4.3447 -2.3588 0.0 -0.1 0.4
H -4.2964 2.8611 -1.5453 0.6 0.6 -1.5
H -4.6090 -0.6859 -2.7021 0.2 0.0 -0.2
H -4.4801 -0.3193 -0.9915 0.8 0.0 -0.1
H -3.4681 -0.1757 1.0562 0.5 0.0 0.1
H 4.4399 4.0733 -1.7399 -0.1 -0.6 0.4
H 5.9532 -2.2360 1.2766 0.7 -0.2 0.7
H -2.0949 -0.0489 -3.6950 0.0 0.7 -0.3
H -2.4764 -1.3769 3.4294 0.5 -0.4 0.2
H 5.7504 -1.5757 3.0545 -0.4 -1.1 0.0
H 1.1911 -3.9664 1.7514 0.4 -0.8 0.0
H 3.7360 5.7590 0.4468 -0.3 -0.2 -0.2
H 0.6032 2.8562 3.7048 0.3 0.0 0.1
H -4.1457 -2.3501 0.0308 -0.2 -0.3 0.7
H 4.0892 -2.7965 -0.0424 -0.1 0.2 0.3
H -0.3035 -2.7751 -2.9237 0.3 -0.2 -0.9
H -1.1477 -4.9158 3.3556 -1.4 0.9 0.5
H 2.7360 2.6802 -0.2288 0.8 -0.1 -0.5
H 3.6616 3.2295 1.5617 0.4 0.1 0.4
H -4.4141 -0.6633 2.4659 -0.4 0.2 0.0
H 1.6710 -0.9734 -2.1227 -0.1 0.7 0.5
H 5.8076 -0.5510 1.7935 0.0 0.2 -0.6
H -4.0511 2.3285 -0.1341 0.9 0.0 1.4
H -0.6720 1.1412 -3.7983 -0.6 0.1 0.0
H 0.7500 3.7572 0.1735 0.0 -0.3 -0.1
H -3.3029 4.7648 -0.5071 0.2 0.3 0.4
H -3.6314 1.7987 2.5488 -0.5 0.0 -0.2
H 0.4778 -1.9283 -1.0007 -0.3 1.2 1.0
H 0.3293 -1.9208 -6.3834 -0.2 0.5 0.0
H 1.8932 3.3875 -1.6255 0.6 -0.4 -0.5
H 3.4560 5.4566 -1.6416 -1.2 -0.4 -0.7
H -5.7247 -2.6430 -1.8391 -0.1 -0.1 -0.2
H 2.4383 -3.0831 -1.6697 0.0 0.0 0.2
H -2.3817 -1.5853 -1.9407 0.1 0.0 0.3
H -1.3463 2.9651 0.4698 0.3 -0.5 0.3
H -2.2995 1.1296 4.7036 0.1 -0.2 0.0
H 0.8851 -3.6369 3.4818 0.0 -0.9 0.3
H -0.5525 -0.4350 -3.0685 0.4 -0.1 -0.2